No. 1
{
  "formula": "C4H11N2",
  "method": "the ωB97M-V functional and the def2-TZVPD basis",
  "elements": ["C", "N", "H", "H", "H", "H", "H", "H", "C", "C", "C", "N", "H", "H", "H", "H", "H"],
  "coordinates": [[0.16, 0.66, -2.31], [-0.09, 1.49, -1.12], [1.22, 0.40, -2.34], [-0.34, -0.29, -2.15], [-0.14, 1.16, -3.23], [0.43, 2.36, -1.18], [0.20, 0.83, -0.16], [-1.06, 1.79, -1.05], [-0.80, -0.38, 1.42], [-1.22, -1.54, 1.96], [1.53, -0.77, 1.11], [0.39, -0.14, 0.78], [-1.42, 0.52, 1.51], [-0.70, -2.48, 1.84], [-2.19, -1.58, 2.43], [2.48, -0.39, 0.74], [1.55, -1.65, 1.74]],
  "mulliken_charge": [-0.824, -0.389, 0.316, 0.300, 0.356, 0.300, 0.437, 0.324, 0.000, -0.970, -0.817, -0.346, 0.270, 0.263, 0.249, 0.271, 0.260],
  "lumo_ev": [0.34, 0.33],
  "de_lowest_kj_mol": 165.9,
  "e_tot_ha": -268.3824,
  "multiplicity": 2,
  "s2": 0.762,
  "homo_energy_ev": [-4.66, -7.54]
}


No. 2
{
  "formula": "C26H38BCl4F6O9Pt",
  "method": "the ωB97M-V functional and the def2-TZVPD basis",
  "elements": ["Pt", "B", "F", "F", "F", "F", "C", "Cl", "Cl", "H", "H", "C", "Cl", "Cl", "H", "H", "C", "C", "O", "C", "O", "O", "C", "H", "H", "H", "H", "H", "H", "H", "H", "C", "C", "O", "C", "O", "O", "C", "H", "H", "H", "H", "H", "H", "H", "H", "C", "C", "O", "C", "O", "O", "C", "H", "H", "H", "H", "H", "H", "H", "H", "F", "C", "C", "C", "C", "C", "C", "H", "H", "H", "H", "H", "F", "C", "C", "C", "C", "C", "C", "H", "H", "H", "H", "H"],
  "coordinates": [[-0.03, -1.68, -1.01], [-0.29, 0.60, 0.94], [-0.59, 0.16, 2.21], [0.94, -0.03, 0.51], [-1.26, 0.01, 0.02], [-0.29, 1.96, 0.84], [2.43, 3.10, -1.16], [2.80, 4.20, 0.18], [2.56, 3.90, -2.72], [3.12, 2.26, -1.13], [1.41, 2.77, -0.97], [-2.67, -0.76, 4.31], [-4.27, -1.50, 4.50], [-2.33, 0.45, 5.55], [-1.93, -1.54, 4.41], [-2.64, -0.27, 3.35], [2.86, 1.04, -5.61], [1.47, 1.40, -5.14], [1.06, 0.42, -4.17], [-0.03, 0.62, -3.46], [-0.35, -0.12, -2.54], [-0.77, 1.62, -3.86], [-1.89, 2.02, -3.06], [2.90, 0.09, -6.14], [3.52, 0.90, -4.74], [3.28, 1.80, -6.25], [0.76, 1.41, -5.97], [1.46, 2.41, -4.75], [-2.80, 1.79, -3.61], [-1.81, 3.08, -2.84], [-1.91, 1.50, -2.10], [-5.27, -0.54, 0.35], [-4.12, -1.54, 0.31], [-4.24, -2.38, -0.88], [-3.21, -2.60, -1.64], [-2.07, -2.19, -1.44], [-3.45, -3.33, -2.69], [-4.74, -3.94, -2.87], [-4.91, 0.49, 0.41], [-5.90, -0.73, 1.22], [-5.88, -0.58, -0.55], [-4.14, -2.20, 1.17], [-3.16, -1.04, 0.30], [-4.66, -4.51, -3.78], [-5.53, -3.20, -3.01], [-4.97, -4.56, -2.01], [5.13, -1.86, -4.81], [5.01, -1.30, -3.41], [3.61, -1.29, -3.05], [3.24, -1.32, -1.81], [2.09, -1.57, -1.53], [4.21, -1.13, -0.95], [3.90, -0.85, 0.45], [4.52, -1.29, -5.51], [4.67, -2.85, -4.80], [6.16, -1.87, -5.12], [5.49, -0.33, -3.25], [5.55, -1.95, -2.72], [3.42, -1.71, 0.92], [3.23, -0.01, 0.54], [4.85, -0.69, 0.95], [5.34, -2.97, 3.89], [4.09, -2.48, 4.02], [3.92, -1.21, 4.54], [2.62, -0.70, 4.64], [1.54, -1.47, 4.28], [1.74, -2.75, 3.80], [3.03, -3.27, 3.64], [4.69, -0.53, 4.87], [2.43, 0.27, 5.08], [0.51, -1.15, 4.41], [0.90, -3.40, 3.55], [3.19, -4.24, 3.20], [-4.85, 1.68, 2.92], [-4.00, 2.67, 3.25], [-2.71, 2.61, 2.77], [-1.79, 3.53, 3.24], [-2.20, 4.57, 4.05], [-3.52, 4.65, 4.51], [-4.41, 3.66, 4.11], [-2.55, 1.83, 2.04], [-0.77, 3.53, 2.87], [-1.47, 5.30, 4.37], [-3.83, 5.50, 5.09], [-5.43, 3.63, 4.51]],
  "mulliken_charge": [3.465, 0.480, -0.196, -0.166, -0.422, -0.364, 0.654, -0.170, -0.178, -0.065, -0.268, 0.471, -0.180, -0.162, 0.295, -0.446, -1.100, -0.208, -0.129, 0.505, -1.002, -0.359, -0.304, 0.304, 0.118, 0.454, 0.308, 0.249, 0.269, 0.278, -0.069, -1.182, 0.725, -0.322, 0.422, -0.598, -0.351, -0.641, 0.297, 0.273, 0.382, 0.305, -0.563, 0.259, 0.287, 0.312, -0.976, -0.380, -0.167, 0.441, -0.931, -0.409, -0.374, 0.120, 0.301, 0.406, 0.318, 0.464, 0.233, 0.096, 0.347, -0.352, 0.349, -0.529, -0.449, -0.220, -0.265, -0.545, 0.419, 0.429, 0.244, 0.388, 0.487, -0.247, 0.077, 0.242, -0.471, -0.642, -0.488, -0.503, 0.302, 0.426, 0.381, 0.392, 0.415],
  "total_charge": 1,
  "lumo_ev": [-3.70, -5.78],
  "e_tot_ha": -4274.7046,
  "multiplicity": 3,
  "s2": 2.003,
  "homo_energy_ev": [-10.66, -10.66]
}


No. 3
{
  "formula": "C51H66As5CdN4O4STe",
  "method": "the ωB97M-V functional and the def2-TZVPD basis",
  "elements": ["Cd", "C", "As", "C", "C", "C", "C", "C", "As", "C", "C", "C", "As", "C", "C", "H", "H", "H", "H", "H", "H", "H", "H", "H", "H", "H", "H", "H", "H", "H", "H", "H", "H", "H", "H", "H", "H", "H", "H", "H", "H", "H", "O", "N", "O", "C", "C", "C", "C", "C", "C", "N", "C", "C", "N", "C", "C", "C", "C", "H", "H", "H", "H", "H", "H", "H", "C", "As", "C", "C", "C", "C", "C", "C", "C", "As", "C", "C", "H", "H", "H", "H", "H", "H", "H", "H", "H", "H", "H", "H", "H", "H", "H", "H", "Te", "C", "C", "C", "C", "S", "H", "H", "H", "C", "O", "C", "C", "C", "C", "C", "C", "N", "C", "C", "C", "C", "C", "C", "C", "O", "H", "H", "H", "H", "H", "H", "H", "H", "H", "H", "H", "H", "H"],
  "coordinates": [[-0.64, -0.87, 0.44], [0.34, -1.47, -3.75], [-0.86, -0.37, -2.63], [-2.33, -1.66, -2.67], [-1.70, 0.74, -4.05], [-1.03, 2.04, -4.53], [-1.56, 2.36, -5.93], [-1.43, 3.24, -3.64], [-0.99, 3.23, -1.71], [-2.11, 4.79, -1.27], [0.69, 4.27, -1.81], [0.49, 1.85, -4.58], [1.57, 3.36, -5.30], [1.63, 2.83, -7.19], [3.29, 2.52, -4.82], [0.00, -1.47, -4.79], [0.32, -2.49, -3.38], [1.37, -1.12, -3.72], [-2.50, -2.05, -3.68], [-3.25, -1.19, -2.32], [-2.11, -2.49, -2.01], [-2.71, 0.97, -3.69], [-1.81, 0.06, -4.90], [-2.66, 2.37, -5.93], [-1.23, 1.61, -6.66], [-1.21, 3.34, -6.26], [-2.52, 3.36, -3.71], [-0.99, 4.15, -4.07], [-2.01, 5.57, -2.02], [-1.81, 5.20, -0.30], [-3.16, 4.51, -1.19], [0.56, 5.11, -2.50], [1.52, 3.66, -2.16], [0.94, 4.67, -0.82], [0.73, 0.97, -5.18], [0.85, 1.66, -3.56], [0.75, 3.16, -7.73], [1.73, 1.75, -7.30], [2.50, 3.31, -7.65], [3.44, 2.54, -3.74], [4.11, 3.07, -5.29], [3.31, 1.49, -5.17], [6.71, -3.59, -0.47], [5.58, -3.91, -0.18], [5.27, -4.98, 0.32], [4.51, -2.93, -0.39], [4.89, -1.63, -0.39], [3.92, -0.59, -0.41], [4.27, 0.77, -0.38], [3.29, 1.72, -0.33], [1.95, 1.29, -0.29], [1.60, 0.02, -0.33], [2.55, -0.92, -0.41], [2.15, -2.30, -0.53], [0.84, -2.57, -0.66], [0.46, -3.82, -0.84], [1.36, -4.88, -0.93], [2.70, -4.64, -0.77], [3.13, -3.32, -0.53], [5.94, -1.39, -0.34], [5.32, 1.05, -0.39], [3.52, 2.77, -0.30], [1.14, 2.00, -0.25], [-0.61, -3.99, -0.92], [0.99, -5.88, -1.13], [3.41, -5.45, -0.81], [-5.55, 0.52, 0.02], [-3.81, 1.31, -0.44], [-4.51, 2.44, -1.89], [-3.78, 2.67, 0.98], [-4.90, 3.48, 1.16], [-4.92, 4.49, 2.10], [-3.80, 4.71, 2.89], [-2.69, 3.89, 2.75], [-2.66, 2.87, 1.80], [-1.06, 1.73, 1.72], [0.33, 3.09, 2.03], [-1.15, 1.07, 3.56], [-6.37, 1.23, -0.10], [-5.53, 0.16, 1.05], [-5.74, -0.33, -0.63], [-5.36, 3.04, -1.57], [-4.83, 1.80, -2.71], [-3.74, 3.11, -2.26], [-5.78, 3.30, 0.56], [-5.80, 5.11, 2.22], [-3.80, 5.50, 3.63], [-1.84, 4.06, 3.39], [0.16, 3.63, 2.96], [0.32, 3.80, 1.20], [1.30, 2.60, 2.07], [-1.29, 1.89, 4.26], [-0.21, 0.55, 3.77], [-1.97, 0.36, 3.68], [-2.66, -1.98, 1.85], [-3.44, -3.64, 0.81], [-3.34, -4.94, 1.21], [-4.08, -5.85, 0.40], [-4.74, -5.22, -0.60], [-4.48, -3.53, -0.56], [-2.75, -5.24, 2.07], [-4.12, -6.91, 0.58], [-5.37, -5.65, -1.36], [4.16, -3.47, 4.90], [3.14, -2.51, 5.13], [3.38, -1.23, 4.80], [4.63, -0.78, 4.37], [4.87, 0.57, 4.16], [3.85, 1.49, 4.35], [2.61, 1.06, 4.76], [2.35, -0.29, 4.98], [1.07, -0.60, 5.52], [0.20, -1.61, 5.40], [0.03, -2.64, 4.48], [-0.73, -3.75, 4.97], [-0.80, -4.92, 4.30], [-0.13, -5.04, 3.06], [0.50, -3.98, 2.50], [0.53, -2.68, 3.11], [0.90, -1.66, 2.47], [3.73, -4.43, 5.16], [5.04, -3.27, 5.52], [4.46, -3.49, 3.84], [5.44, -1.49, 4.26], [5.86, 0.89, 3.88], [4.04, 2.55, 4.21], [1.82, 1.77, 4.93], [0.79, 0.10, 6.19], [-0.51, -1.62, 6.23], [-1.18, -3.66, 5.95], [-1.34, -5.77, 4.71], [-0.13, -6.00, 2.54], [0.99, -4.08, 1.54]],
  "mulliken_charge": [3.214, -1.508, 0.178, -0.663, -1.764, 2.497, -2.317, -2.395, 0.861, -1.306, -1.258, -0.718, 0.336, -1.231, -1.045, 0.533, 0.447, 0.212, 0.516, 0.216, -0.130, 0.047, 0.814, 0.459, 0.485, 0.444, 0.942, 0.704, 0.474, 0.406, 0.369, 0.550, -0.004, 0.491, 1.029, -0.878, 0.352, 0.336, 0.431, 0.136, 0.452, 0.342, -0.619, 1.043, -0.588, -0.165, -0.761, 1.340, -0.604, -1.569, -0.549, 1.284, -1.192, -0.447, 1.324, -1.090, -0.894, -1.178, 0.865, 0.612, 0.590, 0.648, 0.239, 0.129, 0.539, 0.604, -1.342, 1.055, -1.080, -0.190, -0.537, -0.923, -0.855, -0.733, 0.415, 0.629, -1.222, -1.236, 0.436, 0.335, 0.398, 0.590, 0.457, -0.354, 0.188, 0.432, 0.440, 0.215, 0.642, 0.208, 0.081, 0.587, 0.087, 0.358, -0.525, 0.021, -0.127, -0.716, -0.601, 0.014, 0.397, 0.398, 0.414, -1.006, -0.407, 1.252, -0.586, -0.885, -0.952, -0.491, 0.215, 0.127, -1.020, 1.517, -1.161, -0.881, -0.487, -0.485, 0.737, -0.590, 0.266, 0.407, 0.334, 0.492, 0.449, 0.440, 0.415, 0.399, 0.413, 0.374, 0.426, 0.429, 0.286],
  "total_charge": 1,
  "lumo_ev": -3.31,
  "de_lowest_kj_mol": 0.0,
  "e_tot_ha": -14515.4592,
  "homo_energy_ev": -9.44
}


No. 4
{
  "formula": "C4H5FN2S",
  "method": "the ωB97M-V functional and the def2-TZVPD basis",
  "elements": ["F", "C", "C", "N", "C", "C", "S", "N", "H", "H", "H", "H", "H"],
  "coordinates": [[-2.53, -1.32, 0.05], [-2.52, 0.02, -0.06], [-1.09, 0.45, 0.01], [-0.66, 1.62, -0.06], [0.77, 1.53, 0.07], [1.15, 0.02, 0.01], [2.63, -0.70, -0.03], [-0.10, -0.52, 0.01], [-3.05, 0.51, 0.78], [-2.93, 0.33, -1.00], [1.12, 1.93, 1.05], [1.26, 2.05, -0.79], [-0.24, -1.53, 0.07]],
  "mulliken_charge": [-0.299, -0.109, 0.315, -0.543, -0.323, 0.019, -0.320, -0.032, 0.243, 0.244, 0.272, 0.279, 0.255],
  "lumo_ev": 0.30,
  "de_lowest_kj_mol": 38.2,
  "e_tot_ha": -762.9745,
  "homo_energy_ev": -8.62
}